1.
Computed, not measured: one molecule with the formula C4H3N at a distorted geometry, with ωB97M-V with the def2-TZVPD basis set.

Element x y z (Å)
C -1.25608 -0.60986 -0.18418
C -1.01359 0.58588 -0.15221
C 0.10542 1.52020 -0.07425
C 1.04055 0.56357 -0.01258
N 1.36530 -0.59541 -0.38106
H -1.47326 -1.65598 -0.21062
H 0.04094 2.55140 0.10798
H 1.39655 -1.34258 0.38793

Values from the calculation:
- Relative energy (zero: lowest compared OMol25 entry of this formula, charge and spin): 73.26 kcal per mole
- Highest occupied orbital energy: -8.79 eV
- DFT total energy: -208.785062 hartree
- Max |F|: 3.19 eV Å⁻¹
- SMILES: C#CC=C=N
- HOMO-LUMO gap: 8.66 eV

Want to see where the charge sits? The Mulliken charges in e are: -0.2809, -0.0464, -0.6450, 0.4294, -0.5282, 0.3524, 0.4204, 0.2982


2.
Computed, not measured: C11H8NS3SbTeW as an isolated structure at a distorted geometry, with ωB97M-V with the def2-TZVPD basis set.

Element x y z (Å)
W 0.57175 -2.08026 0.28610
C 3.27212 1.65157 0.12484
C 2.37586 2.71307 0.17102
C 1.02294 2.45136 0.19300
C 0.57374 1.12843 0.16580
N 1.45260 0.11857 0.13810
C 2.76362 0.37286 0.11409
C -0.83763 0.72093 0.14282
C -1.85230 1.67523 0.04289
C -3.17362 1.28428 -0.05062
C -3.47995 -0.06880 -0.05430
C -2.47114 -1.01247 0.05554
C -1.11821 -0.66251 0.16851
H 4.34102 1.80758 0.09753
H 2.73302 3.73505 0.18874
H 0.31636 3.26639 0.23092
H 3.40251 -0.49944 0.08579
H -1.62076 2.73227 0.02191
H -3.95709 2.02793 -0.13204
H -4.51019 -0.39196 -0.14517
H -2.73999 -2.05979 0.04794
S -0.32237 -5.79591 -2.19906
Sb 0.70506 -4.96061 -0.37155
S -0.99916 -3.71552 0.84187
S 1.94011 -2.22544 1.90883
Te 1.61172 -2.21278 -2.07350

Values from the calculation:
- Multiplicity: 2
- Relative energy (zero: lowest compared OMol25 entry of this formula, charge and spin): 1.30 kcal per mole
- Highest occupied orbital energy (alpha / beta): -3.62 / -3.84 eV
- DFT total energy: -2248.809406 hartree
- Max |F|: 1.39 eV Å⁻¹
- HOMO-LUMO gap (alpha / beta): 5.51 / 5.68 eV
- Charge: -1

Want to see where the charge sits? The Mulliken charges in e are: 0.7924, -0.8349, -0.3775, -0.8405, 1.0226, -0.0701, -0.1938, 0.5511, -0.8428, -0.6173, -0.7973, 0.0664, -0.0763, 0.3777, 0.4084, 0.2929, 0.4607, 0.2141, 0.3719, 0.3609, 0.3410, -0.6559, 0.3508, -0.5164, -0.3769, -0.4110


Question: Which of these has the lowest relative energy (zero: lowest compared OMol25 entry of this formula, charge and spin)?
Answer: C11H8NS3SbTeW


Question: What is the max |F| in the second record?
Answer: 1.39 eV Å⁻¹


Question: DFT total energy of number 1 (C4H3N)?
Answer: -208.785062 hartree